# 1
ORCA calculation (wB97M-V/def2-TZVPD) on a cluster of 15 separate species, C40H100O20S15 in total.

XYZ file:
```
175
Properties=species:S:1:pos:R:3:mulliken_charge:R:1
C -3.796 -5.413 2.741 -0.72
S -3.060 -6.316 1.422 0.28
O -4.261 -6.619 0.489 -0.69
C -2.277 -4.864 0.686 0.70
H -4.579 -5.972 3.216 0.47
H -3.985 -4.412 2.348 0.18
H -2.981 -5.465 3.428 0.22
H -3.036 -4.152 0.286 -0.02
H -1.439 -5.095 0.046 0.29
H -1.850 -4.435 1.620 -0.67
C -5.436 -4.425 -1.715 -1.01
S -4.036 -3.657 -2.522 0.63
O -3.188 -3.007 -1.445 -0.47
C -3.106 -5.107 -3.005 -1.02
H -5.960 -3.674 -1.083 0.30
H -5.089 -5.310 -1.196 0.23
H -6.066 -4.811 -2.507 0.48
H -3.803 -5.725 -3.546 0.57
H -2.837 -5.659 -2.099 0.20
H -2.301 -4.819 -3.672 0.23
C -0.571 3.632 -6.307 -1.15
S -0.744 4.023 -4.554 0.75
O -2.034 4.814 -4.423 -0.65
C -1.067 2.349 -3.990 -0.32
H -1.563 3.435 -6.709 0.36
H 0.088 2.759 -6.412 0.25
H -0.092 4.431 -6.835 0.40
H -0.985 2.468 -2.916 -0.68
H -0.293 1.667 -4.267 0.47
H -2.064 1.948 -4.295 0.55
C 5.384 -2.260 4.450 -1.11
S 4.440 -2.176 2.919 0.38
O 3.025 -2.054 3.328 -0.51
C 4.995 -0.559 2.409 -0.38
H 5.134 -1.385 5.061 0.26
H 6.463 -2.227 4.190 0.43
H 5.209 -3.209 4.917 0.39
H 4.849 -0.409 1.327 0.03
H 6.050 -0.504 2.627 0.62
H 4.336 0.140 2.866 -0.20
C -0.671 -2.067 -2.809 2.31
S -0.526 -1.761 -4.625 -0.08
O -0.259 -0.250 -4.777 -0.43
C 1.112 -2.440 -4.909 -0.16
H -1.502 -1.473 -2.382 -0.63
H 0.178 -1.573 -2.370 -1.33
H -0.693 -3.081 -2.410 0.04
H 1.847 -1.907 -4.355 -0.61
H 1.369 -2.458 -5.949 0.60
H 0.989 -3.479 -4.507 0.19
C -4.108 2.478 3.083 -1.00
S -3.193 1.067 2.602 0.90
O -1.754 1.494 2.773 -0.90
C -3.471 0.021 3.994 -0.90
H -3.937 3.257 2.337 0.06
H -3.638 2.786 4.046 0.37
H -5.137 2.161 3.185 0.46
H -4.549 -0.286 4.045 0.47
H -3.224 0.609 4.859 0.36
H -2.793 -0.810 3.907 -0.02
C 1.478 3.209 -1.933 1.83
S 2.589 4.422 -1.376 0.76
O 3.875 4.174 -2.138 -0.77
C 1.785 5.930 -2.145 -0.87
H 1.828 2.219 -1.858 -1.07
H 1.197 3.424 -2.972 0.14
H 0.559 3.400 -1.412 -0.83
H 0.731 5.950 -1.886 -0.10
H 1.932 5.831 -3.190 0.47
H 2.388 6.723 -1.709 0.46
C 0.786 -3.652 5.525 -0.70
S -0.330 -3.855 4.089 0.18
O -0.866 -2.510 3.721 -0.49
C 0.913 -4.374 2.954 -0.26
H 0.179 -3.576 6.434 0.37
H 1.335 -2.694 5.384 -0.11
H 1.483 -4.476 5.585 0.53
H 0.516 -4.681 1.973 -0.18
H 1.347 -5.254 3.365 0.87
H 1.651 -3.605 2.778 -0.08
C -4.006 0.385 -1.198 0.45
S -5.289 0.141 -2.439 0.31
O -5.714 1.467 -2.928 -0.61
C -4.191 -0.479 -3.719 -0.05
H -4.331 1.062 -0.427 0.28
H -3.147 0.867 -1.668 -0.50
H -3.743 -0.549 -0.683 -0.07
H -4.754 -1.032 -4.476 0.47
H -3.507 -1.169 -3.186 -0.48
H -3.629 0.363 -4.089 0.07
C 5.086 0.552 -2.892 -0.61
S 4.424 -0.103 -4.425 0.16
O 4.065 -1.572 -4.229 -0.47
C 2.949 0.797 -4.392 -0.72
H 5.223 1.600 -3.088 0.43
H 6.016 0.112 -2.590 0.45
H 4.399 0.443 -2.043 -0.12
H 2.453 0.652 -5.336 0.39
H 3.178 1.869 -4.412 0.71
H 2.352 0.559 -3.511 -0.21
C -3.082 6.527 -1.783 -0.42
C -4.075 5.703 -2.608 -0.81
C -3.931 4.200 -2.282 -0.30
S -2.773 4.215 -0.829 0.75
O -1.415 4.049 -1.332 -0.19
O -3.219 3.280 0.161 -0.48
C -3.038 5.933 -0.336 -0.58
H -3.541 7.522 -1.978 0.44
H -2.079 6.564 -2.183 0.07
H -3.962 5.970 -3.666 0.44
H -5.103 5.960 -2.336 0.40
H -3.402 3.721 -3.107 -0.21
H -4.856 3.614 -2.087 0.48
H -2.197 6.201 0.318 0.07
H -3.917 5.912 0.325 0.39
C 4.135 -4.209 -2.717 -0.65
C 4.442 -5.562 -2.078 -0.70
C 3.155 -6.199 -1.654 -0.94
S 1.869 -4.908 -1.590 1.10
O 1.235 -4.775 -0.294 -0.49
O 0.977 -5.109 -2.747 -0.73
C 3.012 -3.542 -1.945 1.26
H 3.855 -4.277 -3.789 0.36
H 5.073 -3.664 -2.762 0.45
H 5.140 -5.527 -1.232 0.30
H 4.932 -6.158 -2.850 0.35
H 3.160 -6.695 -0.670 0.35
H 2.686 -6.923 -2.296 0.45
H 3.317 -3.172 -0.945 -0.15
H 2.589 -2.681 -2.453 -1.04
C 1.829 1.571 4.634 -0.31
C 0.758 0.618 4.166 3.86
C -0.040 0.116 5.325 -0.68
S 0.994 0.251 6.787 1.25
O 1.240 -1.051 7.378 -0.66
O 0.488 1.344 7.555 -0.71
C 2.457 0.820 5.885 -0.92
H 1.422 2.543 4.921 0.22
H 2.549 1.879 3.865 0.09
H 1.219 -0.271 3.710 -1.69
H 0.022 0.995 3.442 -1.16
H -0.399 -0.898 5.158 -0.03
H -0.888 0.801 5.517 0.42
H 3.014 -0.109 5.705 0.00
H 2.907 1.515 6.633 0.63
C -0.766 -0.832 0.692 1.57
C 0.204 -1.975 0.622 2.28
C 1.575 -1.437 0.972 0.21
S 1.648 -0.020 -0.142 0.26
O 1.889 -0.530 -1.481 -0.02
O 2.541 1.035 0.311 -0.48
C -0.133 0.361 0.039 0.59
H -0.932 -0.657 1.767 -0.97
H -1.741 -1.141 0.272 -0.29
H 0.300 -2.419 -0.333 -1.64
H 0.010 -2.781 1.315 -1.49
H 2.330 -2.195 0.747 0.62
H 1.609 -1.037 2.005 -0.52
H -0.527 0.530 -0.967 -0.39
H -0.259 1.333 0.564 0.21
C 2.439 4.362 2.424 -0.83
C 1.179 3.561 2.082 2.95
C 0.064 4.358 2.727 -0.44
S 0.416 6.076 2.129 1.08
O -0.144 7.053 3.047 -0.80
O 0.046 6.204 0.712 -0.51
C 2.228 5.918 2.292 -0.72
H 3.236 4.109 1.733 0.42
H 2.788 4.156 3.441 0.42
H 1.124 2.504 2.359 -1.60
H 1.094 3.620 0.981 -1.05
H -0.026 4.279 3.795 0.54
H -0.825 3.948 2.234 -0.17
H 2.593 6.364 3.244 0.38
H 2.752 6.357 1.407 0.30
```

HOMO = -8.4101 eV
strongest force on any atom = 3.79 eV Å⁻¹
2S+1 = 1
M = 1382.23 g mol⁻¹
frontier orbital gap = 8.25 eV
E_tot = -9061.30380 hartree
LUMO energy = -0.163 eV



# 2
ORCA calculation (wB97M-V/def2-TZVPD) on a structure of composition C41H51BIN8O2S3Tl.

XYZ file:
```
108
Properties=species:S:1:pos:R:3:mulliken_charge:R:1
Tl -0.018 0.659 -0.653 1.13
C -3.262 -2.739 -3.526 -1.87
C -2.559 -3.394 -2.390 0.44
C -2.952 -4.589 -1.862 -0.65
C -2.230 -5.130 -0.767 -0.03
N -1.318 -4.430 -0.163 -0.47
N -0.930 -3.256 -0.650 0.62
B 0.140 -2.685 0.227 -1.22
N -0.301 -2.369 1.648 0.54
N 0.157 -3.297 2.487 -0.04
C -0.167 -3.297 3.742 0.20
C -0.925 -2.229 4.290 -0.89
C -1.429 -1.278 3.450 0.20
C -2.209 -0.114 3.953 -1.76
C -1.173 -1.411 2.047 1.10
S -1.990 -0.439 0.931 -0.26
C 0.259 -4.492 4.569 2.44
C 1.071 -4.051 5.792 -1.77
C 1.102 -5.437 3.715 -1.05
C -1.014 -5.218 5.024 -1.68
N 1.490 -2.945 0.089 1.17
N 2.115 -3.819 -0.794 -1.00
C 3.001 -4.599 -0.262 0.14
C 3.390 -4.508 1.109 -0.98
C 3.244 -3.272 1.683 0.37
C 3.983 -2.854 2.915 -1.53
C 2.352 -2.379 1.066 0.58
S 2.928 -0.742 0.875 -0.47
C 3.840 -5.473 -1.170 2.21
C 3.178 -5.682 -2.531 -1.82
C 4.137 -6.827 -0.519 -1.87
C 5.157 -4.710 -1.395 -1.41
C -1.421 -2.745 -1.806 0.70
S -0.715 -1.424 -2.550 -0.30
C -2.470 -6.525 -0.235 2.49
C -3.578 -6.467 0.822 -1.70
C -1.182 -7.039 0.413 -1.84
C -2.873 -7.476 -1.369 -2.07
H -4.228 -3.200 -3.713 0.40
H -2.651 -2.795 -4.426 0.35
H -3.396 -1.681 -3.312 0.40
H -3.800 -5.112 -2.272 0.36
H -1.100 -2.165 5.353 0.47
H -2.205 -0.095 5.040 0.42
H -3.236 -0.153 3.594 0.38
H -1.775 0.811 3.578 0.23
H 1.979 -3.537 5.486 0.27
H 1.353 -4.927 6.372 0.46
H 0.502 -3.392 6.442 0.35
H 1.979 -4.921 3.342 -0.07
H 0.537 -5.781 2.854 -0.32
H 1.414 -6.298 4.301 0.58
H -1.642 -4.572 5.631 0.35
H -0.745 -6.089 5.616 0.49
H -1.592 -5.552 4.166 0.20
H 3.962 -5.281 1.590 0.32
H 4.046 -3.684 3.614 0.46
H 3.473 -2.021 3.393 0.04
H 4.995 -2.540 2.667 0.29
H 2.337 -6.367 -2.456 0.33
H 3.902 -6.096 -3.233 0.44
H 2.819 -4.729 -2.908 0.35
H 3.229 -7.277 -0.125 0.30
H 4.853 -6.731 0.291 0.34
H 4.563 -7.501 -1.259 0.51
H 4.960 -3.784 -1.928 0.11
H 5.843 -5.317 -1.982 0.52
H 5.640 -4.466 -0.451 0.30
H -3.280 -5.806 1.632 0.25
H -3.758 -7.459 1.229 0.44
H -4.505 -6.093 0.394 0.40
H -0.878 -6.377 1.217 -0.04
H -0.379 -7.071 -0.318 0.41
H -1.338 -8.038 0.812 0.56
H -3.882 -7.277 -1.726 0.36
H -2.844 -8.501 -1.003 0.47
H -2.187 -7.389 -2.210 0.43
C -1.917 4.228 2.180 -1.13
C -0.828 3.533 2.925 0.77
N -0.583 3.876 4.152 -0.68
C 0.391 3.263 4.848 -1.05
C 1.127 2.216 4.369 0.83
C 2.203 1.590 5.220 -0.71
O 3.509 1.984 4.845 -0.54
C 0.892 1.780 3.024 1.10
C 1.682 0.753 2.486 -0.74
N 1.623 0.249 1.283 0.07
C 2.940 -0.496 -0.914 0.62
C 4.043 -1.019 -1.576 -0.51
C 4.153 -0.834 -2.940 -0.63
C 3.185 -0.114 -3.624 -0.82
C 2.107 0.420 -2.939 -0.46
C 1.973 0.240 -1.567 0.10
I -1.316 2.459 -2.167 -0.48
C -0.091 2.480 2.237 0.18
O -0.334 2.247 1.025 -0.60
H -2.360 5.001 2.801 0.37
H -2.680 3.511 1.878 0.23
H -1.521 4.663 1.262 0.28
H 0.546 3.651 5.846 0.40
H 2.115 0.490 5.207 0.11
H 2.088 1.921 6.253 0.41
H 3.597 1.934 3.887 0.44
H 2.456 0.350 3.141 0.15
H 4.782 -1.578 -1.019 0.56
H 4.994 -1.252 -3.473 0.43
H 3.258 0.021 -4.692 0.42
H 1.364 0.993 -3.479 0.40
```

HOMO = -7.1546 eV
strongest force on any atom = 1.40 eV Å⁻¹
ΔE to the lowest compared entry with this formula, charge and spin = 3.5767 eV
2S+1 = 1
M = 1126.21 g mol⁻¹
frontier orbital gap = 6.19 eV
E_tot = -3871.03419 hartree
LUMO energy = -0.962 eV